{
  "formula": "C54H78NO26S5",
  "method": "ωB97M-V/def2-TZVPD",
  "spin_multiplicity": 1,
  "mol_weight_g_mol": 1317.53,
  "homo_energy_ha": -0.416,
  "total_energy_ha": -6105.408465,
  "orbital_gap_ev": 3.8,
  "charge": 1,
  "species": ["C", "C", "C", "C", "C", "C", "N", "O", "C", "C", "C", "H", "H", "H", "H", "H", "H", "H", "H", "H", "H", "H", "H", "H", "H", "H", "H", "H", "H", "O", "S", "O", "O", "C", "C", "C", "H", "H", "H", "H", "H", "H", "H", "H", "O", "S", "O", "O", "C", "C", "C", "H", "H", "H", "H", "H", "H", "H", "H", "O", "S", "O", "O", "C", "C", "C", "H", "H", "H", "H", "H", "H", "H", "H", "O", "S", "O", "O", "C", "C", "C", "H", "H", "H", "H", "H", "H", "H", "H", "O", "S", "O", "O", "C", "C", "C", "H", "H", "H", "H", "H", "H", "H", "H", "C", "C", "C", "O", "C", "C", "C", "O", "H", "H", "H", "H", "C", "C", "C", "O", "C", "C", "C", "O", "H", "H", "H", "H", "C", "C", "C", "O", "C", "C", "C", "O", "H", "H", "H", "H", "C", "C", "C", "O", "C", "C", "C", "O", "H", "H", "H", "H", "C", "C", "C", "O", "C", "C", "C", "O", "H", "H", "H", "H"],
  "positions_angstrom": [[1.13423, -3.09503, 0.87138], [1.94402, -1.84683, 0.92283], [3.37561, -2.13794, 0.45440], [4.16016, -0.77688, 0.30087], [3.44612, 0.24528, -0.59451], [1.98369, 0.58133, -0.23823], [1.31797, -0.76538, 0.04482], [-0.13117, -0.69068, 0.06982], [1.34197, 1.51465, -1.35306], [1.98850, 1.54923, 0.95596], [2.01984, -1.48885, 2.46059], [0.23204, -2.97187, 1.47054], [1.66963, -3.88614, 1.39636], [0.76813, -3.42125, -0.10210], [3.41642, -2.68944, -0.48490], [3.83260, -2.74860, 1.23309], [5.09111, -0.92688, -0.24587], [4.37431, -0.43747, 1.31430], [3.54444, -0.02341, -1.64628], [3.97824, 1.17733, -0.78489], [1.05816, 0.92224, -2.22289], [1.97277, 2.35921, -1.63038], [0.34641, 1.86629, -1.08231], [0.97305, 1.83855, 1.22660], [2.69074, 2.37383, 0.83352], [2.44723, 0.94623, 1.73958], [2.19035, -2.33260, 3.12926], [1.07171, -1.01208, 2.70927], [2.69972, -0.68661, 2.74746], [1.87127, 4.13141, -8.80029], [2.97324, 4.57321, -9.76713], [4.21585, 3.82606, -9.69737], [2.50546, 4.72798, -11.35200], [1.04871, 4.72099, -11.62373], [0.69563, 5.66135, -12.72785], [3.27052, 6.31860, -9.33278], [0.55567, 5.21931, -10.78904], [0.60695, 3.72454, -11.61839], [-0.36555, 5.84055, -12.90071], [1.15279, 5.33510, -13.66202], [1.19411, 6.58807, -12.44357], [3.75609, 6.89575, -10.11968], [3.82844, 6.35760, -8.39720], [2.30168, 6.77919, -9.13963], [0.42629, 1.43955, 9.55023], [0.51646, 2.62426, 10.40080], [0.45353, 3.89885, 9.68926], [-0.69439, 2.54638, 11.55761], [-0.57614, 3.63958, 12.49712], [-2.08079, 3.74137, 13.01848], [1.96833, 2.52659, 11.46555], [-0.36352, 4.63232, 12.10040], [0.15652, 3.43612, 13.27808], [-2.72781, 3.88914, 12.15383], [-2.23007, 4.50815, 13.77866], [-2.40633, 2.85239, 13.55870], [1.76553, 1.72746, 12.17855], [2.00576, 3.52728, 11.89604], [2.85587, 2.18601, 10.93226], [-7.84393, -11.55530, -1.72097], [-7.98694, -10.75475, -2.94094], [-9.08749, -9.87629, -3.25865], [-6.57440, -9.86510, -3.17616], [-6.67222, -8.41434, -3.10940], [-5.26090, -7.77962, -3.33336], [-7.60832, -11.85607, -4.37462], [-7.10785, -7.97307, -2.21296], [-7.28947, -8.09231, -3.94809], [-4.56955, -8.28870, -2.66181], [-5.26948, -6.70985, -3.12453], [-4.79803, -7.88705, -4.31434], [-7.38195, -11.21815, -5.22897], [-8.40683, -12.58703, -4.50172], [-6.73706, -12.47503, -4.16038], [5.06116, 9.72904, -0.01224], [6.22746, 9.64100, -0.91071], [6.44654, 8.32961, -1.62848], [6.33163, 10.92684, -1.94261], [6.03471, 12.25372, -1.63881], [7.29919, 13.07430, -2.03509], [7.72518, 10.01022, 0.14839], [5.84310, 12.41599, -0.57812], [5.29485, 12.66986, -2.32258], [8.18620, 12.65159, -1.56325], [7.32336, 14.06345, -1.57782], [7.41008, 13.18834, -3.11342], [8.58181, 9.71847, -0.45919], [7.77613, 9.43754, 1.07443], [7.67502, 11.08931, 0.29381], [-0.96337, -8.00897, 12.86898], [-0.23134, -7.25637, 11.81960], [0.93201, -6.40144, 12.04096], [0.18536, -8.36056, 10.60840], [1.06666, -8.00332, 9.60475], [1.25802, -9.26580, 8.66695], [-1.43111, -6.08457, 10.97513], [1.97917, -7.76509, 10.15124], [0.71999, -7.20518, 8.94831], [2.26265, -9.58725, 8.39216], [0.59174, -9.13480, 7.81429], [0.84551, -10.09624, 9.23989], [-1.58789, -5.24139, 11.64785], [-2.36833, -6.62679, 10.84967], [-1.01334, -5.73783, 10.02996], [-5.65687, 3.51885, 2.18485], [-5.29610, 4.54359, 1.41834], [-4.21151, 5.45487, 1.71015], [-3.65570, 6.22669, 0.95161], [-3.81706, 5.35473, 3.13446], [-4.13765, 4.29881, 3.92564], [-5.08539, 3.28719, 3.59721], [-5.31343, 2.31835, 4.34290], [-6.52913, 2.92876, 1.94535], [-5.88346, 4.77379, 0.54175], [-3.20208, 6.16090, 3.50634], [-3.71065, 4.37915, 4.91439], [-7.85456, -0.63129, -2.92294], [-6.73653, -0.09729, -3.46186], [-6.79775, 1.03380, -4.45389], [-5.75855, 1.40712, -5.11603], [-8.17873, 1.58071, -4.63043], [-9.30483, 1.02247, -4.11981], [-9.22018, -0.17146, -3.15614], [-10.14552, -0.88370, -2.72456], [-7.69045, -1.33723, -2.12223], [-5.74378, -0.38913, -3.15254], [-8.27758, 2.48719, -5.20916], [-10.24600, 1.53247, -4.26305], [11.33469, 2.81311, -7.14246], [11.23149, 1.78106, -6.24546], [11.33707, 1.90486, -4.83065], [11.05341, 1.01372, -4.04371], [11.63077, 3.31421, -4.39978], [11.64999, 4.35798, -5.30107], [11.58180, 4.25134, -6.80078], [11.62770, 5.26112, -7.46831], [11.15263, 2.59943, -8.18534], [10.98714, 0.81384, -6.65921], [11.78834, 3.44241, -3.33905], [11.89995, 5.32730, -4.89568], [1.14825, -2.91227, -7.94636], [1.40795, -3.15177, -9.28019], [2.09357, -4.35300, -9.75578], [2.29372, -4.55577, -10.92725], [2.78537, -5.07298, -8.62582], [2.51593, -4.77198, -7.33038], [1.65391, -3.73902, -6.77183], [1.37015, -3.68394, -5.63203], [0.49375, -2.10739, -7.64601], [0.96258, -2.45419, -9.97405], [3.55146, -5.78479, -8.89569], [3.06463, -5.49078, -6.73993], [-8.48554, -5.26918, 6.99760], [-7.41798, -5.50411, 6.13865], [-7.54076, -5.82059, 4.66128], [-6.71634, -6.09110, 3.80085], [-8.91321, -6.02961, 4.31448], [-9.95924, -5.86544, 5.10349], [-9.92547, -5.49006, 6.56784], [-10.88058, -5.23904, 7.32457], [-8.24093, -4.85303, 7.96372], [-6.43390, -5.31354, 6.54074], [-9.18935, -6.43916, 3.35405], [-10.94534, -6.08946, 4.72422]],
  "atomic_forces_ev_per_a": [[-1.75, -0.67, 0.40], [1.14, -1.07, -0.14], [0.72, 1.88, -0.80], [-0.24, -0.61, -0.40], [-0.14, -0.02, -0.71], [0.94, 1.23, -2.44], [-8.72, 3.09, 2.89], [9.34, -0.94, -0.64], [-1.32, -2.11, -0.23], [0.09, -1.88, 1.87], [-1.05, 2.25, -0.17], [-0.16, 0.10, -0.01], [0.24, -0.01, -0.41], [0.52, 0.04, -0.16], [-0.27, -0.06, 0.00], [0.01, 0.03, -0.11], [0.24, -0.36, 0.53], [0.14, 0.41, -0.21], [-0.66, -1.11, -0.14], [0.16, 0.38, 1.24], [0.65, -0.07, -0.41], [0.20, -0.35, 0.28], [0.24, 0.30, 0.64], [0.22, 0.17, 0.02], [-0.41, 0.00, -0.67], [-0.28, 0.52, 0.61], [-0.04, -0.29, -0.69], [-0.36, -0.44, 0.22], [0.53, -0.38, -0.40], [2.82, 1.24, -3.66], [-1.63, -0.61, 2.87], [-1.45, 0.96, -0.83], [-0.55, -0.72, 1.33], [-0.98, 0.64, 1.92], [1.50, -0.01, -1.14], [-0.43, -0.13, -0.18], [0.22, -0.36, 0.63], [0.63, -0.17, -0.50], [0.05, -0.28, 0.39], [-0.13, 0.10, -0.22], [-0.26, 0.30, -0.29], [0.20, -0.44, -0.03], [0.12, -0.30, -0.19], [-0.11, -0.23, -0.10], [-0.10, 1.26, 1.81], [-0.78, -0.66, -1.96], [0.18, -1.29, 1.62], [2.49, 0.67, -1.71], [-3.10, 0.33, 1.32], [1.26, -0.25, 0.44], [-0.76, -0.22, -0.23], [0.28, -0.35, -0.79], [-0.18, -0.34, 0.04], [0.07, 0.14, 0.15], [0.23, 0.47, -0.37], [0.24, -0.38, -0.39], [-0.20, 0.31, 0.24], [0.59, -0.30, 0.18], [-0.19, 0.60, -0.39], [-0.68, 1.84, -1.89], [2.39, -0.97, -0.73], [0.54, -0.81, 0.76], [-1.23, 0.04, 1.19], [0.85, 0.92, -1.64], [-0.17, -0.99, 0.55], [-0.12, 0.06, 0.87], [0.03, -0.73, 0.30], [-0.29, -0.07, 0.09], [0.09, 0.27, 0.27], [-0.20, -0.08, 0.22], [-0.59, -0.27, -0.26], [-0.45, -0.14, 0.06], [-0.33, 0.50, -0.19], [0.16, 0.43, 0.39], [1.76, 0.37, -1.99], [0.03, -2.32, 1.32], [-0.55, 4.43, 1.36], [-0.18, -3.61, -0.08], [1.62, 2.46, -0.16], [0.11, 0.01, 1.00], [-0.63, -0.27, -1.40], [-0.51, -0.15, -0.12], [-0.77, -0.65, 0.53], [0.14, -0.48, -0.44], [-0.66, 0.25, -0.18], [0.09, -0.25, 0.14], [-0.02, 0.28, -0.08], [-0.63, 0.09, -0.14], [0.19, -0.16, 0.24], [2.22, 1.66, -2.72], [-0.80, 0.38, -0.30], [-1.13, -1.58, 0.28], [-2.92, 0.47, 2.70], [2.31, -0.81, -1.29], [-1.10, 0.33, 1.23], [0.34, -1.32, 0.57], [0.34, 0.45, -0.71], [-0.07, 0.41, 0.45], [0.03, 0.68, -0.04], [0.35, -0.16, -0.22], [-0.01, -0.15, -0.04], [0.24, -0.19, 0.10], [0.11, 0.05, -0.14], [0.08, -0.20, 0.14], [-0.61, -0.36, 1.66], [-1.14, -0.47, -1.25], [0.80, 0.49, 1.17], [-0.61, -0.51, 0.05], [0.14, -0.84, 0.58], [1.51, 3.19, 0.60], [-0.25, -2.50, -0.71], [-0.07, 2.06, -1.86], [0.03, -0.20, -0.20], [0.10, -0.19, -0.38], [0.27, -0.07, 0.05], [-0.17, -0.60, 0.30], [2.28, 0.70, 0.69], [-0.72, 0.72, -0.23], [2.76, 0.01, -1.78], [-4.29, -1.14, 2.71], [-0.52, -0.14, 0.09], [1.00, 0.00, 1.09], [-1.46, -1.57, -1.11], [1.42, 2.38, -0.91], [-0.41, -0.42, -0.10], [0.03, -0.28, -0.10], [0.11, 0.00, -0.25], [-0.21, -0.27, -0.09], [-0.15, -0.89, -0.21], [0.03, 0.89, -3.39], [-0.48, 1.15, 1.77], [0.49, 0.48, -0.52], [-0.05, 0.91, -1.60], [0.94, -1.22, 2.08], [-0.68, -0.38, 2.48], [0.07, -1.22, -0.48], [0.06, -0.10, -0.18], [0.00, -0.19, 0.11], [-0.05, 0.28, 0.06], [-0.19, 0.30, -0.13], [-0.06, 0.14, -0.74], [-1.82, 0.89, 2.85], [1.87, 0.86, 0.87], [-0.28, -0.57, -0.16], [-1.22, 0.90, 0.19], [2.23, -2.62, -1.40], [0.28, -0.86, -4.80], [-0.84, 0.92, 2.59], [0.04, 0.40, -0.22], [0.07, -0.16, -0.35], [-0.19, -0.33, 0.04], [-0.06, 0.45, 1.14], [1.52, -0.70, -2.04], [-0.84, 1.08, 1.03], [-0.09, -1.37, 0.46], [0.61, 0.87, 1.43], [-2.14, -0.22, -0.82], [-1.72, -0.13, 1.57], [0.20, 1.58, 0.91], [2.09, -1.01, -2.20], [-0.31, -0.26, 0.27], [0.22, 0.00, -0.11], [0.62, 0.20, -0.43], [-0.16, -0.04, -0.05]],
  "mulliken_charge": [-1.68, 1.21, -1.03, -0.63, -1.26, 1.10, 0.67, -0.23, -1.54, -1.33, -1.57, 0.44, 0.42, 0.42, 0.42, 0.40, 0.39, 0.32, 0.44, 0.53, 0.45, 0.39, 0.39, 0.38, 0.39, 0.29, 0.42, 0.46, 0.36, -0.60, 1.09, -0.58, -0.30, -0.17, -1.11, -0.89, 0.28, 0.36, 0.35, 0.29, 0.29, 0.33, 0.36, 0.30, -0.62, 1.13, -0.60, -0.29, -0.22, -1.28, -0.90, 0.37, 0.36, 0.32, 0.39, 0.33, 0.32, 0.34, 0.37, -0.56, 1.06, -0.58, -0.31, -0.17, -1.16, -0.87, 0.33, 0.30, 0.31, 0.35, 0.31, 0.30, 0.36, 0.33, -0.59, 1.08, -0.59, -0.28, -0.31, -1.01, -0.77, 0.36, 0.28, 0.29, 0.36, 0.31, 0.30, 0.33, 0.24, -0.57, 1.11, -0.59, -0.30, -0.18, -1.06, -0.86, 0.35, 0.25, 0.32, 0.29, 0.30, 0.34, 0.32, 0.29, -0.35, -0.30, 0.34, -0.53, -0.34, -0.25, 0.44, -0.56, 0.39, 0.38, 0.38, 0.39, -0.20, -0.30, 0.38, -0.57, -0.31, -0.39, 0.41, -0.53, 0.37, 0.37, 0.38, 0.39, -0.37, -0.22, 0.46, -0.54, -0.34, -0.21, 0.25, -0.52, 0.37, 0.38, 0.37, 0.37, -0.35, -0.27, 0.40, -0.51, -0.34, -0.09, 0.25, -0.52, 0.35, 0.39, 0.39, 0.31, -0.27, -0.37, 0.39, -0.55, -0.07, -0.38, 0.36, -0.54, 0.37, 0.35, 0.36, 0.35]
}